Run a
Density functional theory data (ωB97M-V/def2-TZVPD) for 2 unconnected molecules or ions with the total composition C9H14O.

Properties
Total charge: -1
E_HOMO (alpha / beta) (Eh): 0.0287 / -0.1259
2S+1: 2
Expectation value of S²: 0.760
Kohn-Sham gap (alpha / beta) (eV): 3.0 / 7.2

Atoms and positions in Å:
C: -2.234 1.084 -2.251
C: -2.535 1.147 -0.756
H: -2.678 1.880 -2.839
H: -1.151 1.056 -2.413
H: -2.607 0.133 -2.644
H: -2.246 0.187 -0.315
H: -3.599 1.270 -0.555
H: -1.975 1.911 -0.221
C: 0.448 0.892 2.621
C: 0.958 0.562 0.195
C: 0.940 0.033 1.495
C: 1.338 -0.257 -0.931
C: 1.354 -1.262 1.714
C: 1.747 -1.546 -0.692
C: 1.810 -2.061 0.607
O: 2.157 -2.345 -1.768
H: 0.674 1.604 0.057
H: 1.306 0.157 -1.927
H: 0.643 0.427 3.597
H: -0.612 1.163 2.596
H: 1.360 -1.636 2.730
H: 2.211 -3.065 0.741
H: 1.696 -3.185 -1.652
H: 0.996 1.849 2.611

---

Run b
Density functional theory data (ωB97M-V/def2-TZVPD) for 2 unconnected molecules or ions with the total composition C9H14O.

Properties
Total charge: -1
E_HOMO (alpha / beta) (Eh): 0.0267 / -0.1173
2S+1: 2
Expectation value of S²: 0.760
Kohn-Sham gap (alpha / beta) (eV): 3.0 / 6.9

Atoms and positions in Å:
C: -2.575 -0.763 0.259
C: -0.976 -0.499 2.259
C: -1.198 -0.692 0.903
C: 0.270 -0.529 2.916
C: 1.303 -1.060 2.096
C: -0.072 -0.993 0.094
C: 1.166 -1.174 0.760
O: 2.562 -1.391 2.625
H: -1.755 -0.168 2.982
H: 0.460 -0.325 3.960
H: -2.779 -1.838 0.281
H: -2.391 -0.398 -0.754
H: -0.163 -0.743 -0.968
H: 2.582 -1.119 3.533
H: 1.991 -1.524 0.131
H: -3.452 -0.405 0.779
C: -0.053 1.992 -3.046
C: 1.267 1.471 -2.457
H: -0.241 1.431 -3.969
H: -0.867 1.633 -2.403
H: -0.033 3.070 -3.137
H: 2.006 1.211 -3.223
H: 1.722 2.233 -1.804
H: 1.226 0.580 -1.817

---

Energies in kJ/mol, measured from the most stable structure: run a 0.0; run b 73.4.

---

Run a
Density functional theory data (ωB97M-V/def2-TZVPD) for 2 unconnected molecules or ions with the total composition C9H14O.

Properties
Total charge: -1
E_HOMO (alpha / beta) (Eh): 0.0224 / -0.1199
2S+1: 2
Expectation value of S²: 0.761
Kohn-Sham gap (alpha / beta) (eV): 3.3 / 7.1

Atoms and positions in Å:
C: -1.341 -2.673 -1.151
C: -2.343 -2.221 -0.096
H: -0.354 -2.770 -0.703
H: -1.576 -3.654 -1.521
H: -1.241 -1.947 -1.951
H: -3.122 -1.598 -0.522
H: -1.834 -1.616 0.656
H: -2.869 -2.964 0.512
C: 2.007 1.910 -2.004
C: -0.637 1.376 0.768
C: 0.081 1.912 -0.368
C: -0.079 0.211 1.334
C: 1.201 1.301 -0.875
C: 0.976 -0.483 0.797
C: 1.667 0.082 -0.330
O: -0.749 -0.426 2.389
H: -1.326 1.986 1.337
H: -0.325 2.814 -0.822
H: -1.151 0.220 2.973
H: 1.165 -1.424 1.302
H: 1.987 1.223 -2.863
H: 3.045 1.925 -1.665
H: 2.401 -0.476 -0.904
H: 1.660 2.887 -2.332

---

Run b
Density functional theory data (ωB97M-V/def2-TZVPD) for 2 unconnected molecules or ions with the total composition C9H14O.

Properties
Total charge: -1
E_HOMO (alpha / beta) (Eh): 0.0304 / -0.1225
2S+1: 2
Expectation value of S²: 0.761
Kohn-Sham gap (alpha / beta) (eV): 2.7 / 6.8

Atoms and positions in Å:
C: -2.417 2.706 -1.322
C: -0.950 3.068 -1.643
H: -3.065 3.550 -1.566
H: -2.748 1.890 -1.955
H: -2.494 2.538 -0.250
H: -0.806 4.089 -1.308
H: -0.572 2.755 -2.620
H: -0.344 2.325 -1.135
C: 1.921 -1.211 2.958
C: 0.010 -1.762 -0.874
C: 1.131 -2.493 -0.596
C: -0.522 -0.824 0.044
C: 1.753 -2.277 0.680
C: 0.290 -0.476 1.172
C: 1.336 -1.291 1.582
O: -0.473 -1.808 -2.171
H: -1.007 -1.029 -2.363
H: 1.645 -3.142 -1.288
H: -1.445 -0.312 -0.204
H: 2.546 -2.941 1.026
H: -0.058 0.373 1.747
H: 2.124 -2.204 3.381
H: 1.294 -0.884 3.792
H: 2.852 -0.642 2.912

---

Energies in kJ/mol, measured from the most stable structure: run a 0.0; run b 55.9.

---

Run a
Density functional theory data (ωB97M-V/def2-TZVPD) for 2 unconnected molecules or ions with the total composition C11H15N.

Properties
SMILES: Cc1c[nH]c2ccccc12.CC
E_HOMO (Eh): -0.2933
2S+1: 1
Kohn-Sham gap (eV): 8.9

Atoms and positions in Å:
C: 1.750 0.864 4.450
C: 2.546 0.654 3.155
H: 1.564 1.920 4.665
H: 0.834 0.282 4.452
H: 2.366 0.575 5.307
H: 2.889 -0.387 3.204
H: 3.503 1.170 3.230
H: 1.927 0.726 2.275
C: 1.129 0.234 -3.313
C: -1.249 -0.803 -0.610
C: -0.374 0.099 -1.198
C: 0.098 -0.434 -2.484
C: -0.349 -1.710 -2.431
C: -1.814 -0.531 0.635
C: -1.355 0.545 1.349
C: -0.483 1.491 0.773
C: -0.065 1.283 -0.525
N: -1.309 -1.919 -1.444
H: -2.543 -1.234 1.023
H: -1.674 0.772 2.359
H: -1.508 -2.836 -1.087
H: -0.117 2.380 1.266
H: -0.314 -2.531 -3.142
H: 0.562 2.002 -1.002
H: 1.829 0.831 -2.826
H: 0.629 0.846 -4.076
H: 1.621 -0.513 -3.945

---

Run b
Density functional theory data (ωB97M-V/def2-TZVPD) for 2 unconnected molecules or ions with the total composition C11H15N.

Properties
SMILES: Cc1c[nH]c2ccccc12.CC
E_HOMO (Eh): -0.2903
2S+1: 1
Kohn-Sham gap (eV): 8.9

Atoms and positions in Å:
C: -1.295 2.205 -2.666
C: -1.042 0.714 -0.537
C: -1.538 1.920 -1.239
C: -1.140 1.030 0.875
C: -2.139 2.806 -0.362
C: 0.120 -1.256 0.137
C: 0.178 -0.733 1.403
C: -0.461 -0.466 -0.870
C: -0.455 0.421 1.891
N: -1.755 2.283 0.975
H: 0.395 -2.302 -0.059
H: 0.389 -1.419 2.214
H: -0.766 -0.731 -1.923
H: -0.690 0.611 2.907
H: -0.169 1.997 -2.962
H: -1.373 3.346 -2.926
H: -2.412 3.841 -0.536
H: -2.362 2.609 1.754
H: -2.137 1.861 -3.355
C: 3.389 -3.651 1.012
C: 4.184 -3.657 -0.273
H: 2.362 -3.568 0.645
H: 3.465 -4.590 1.616
H: 3.471 -2.776 1.644
H: 5.280 -3.280 -0.254
H: 3.739 -2.924 -1.006
H: 4.286 -4.650 -0.815

---

Energies in kJ/mol, measured from the most stable structure: run a 0.0; run b 159.2.

---

Run a
Density functional theory data (ωB97M-V/def2-TZVPD) for 2 unconnected molecules or ions with the total composition C11H15N.

Properties
SMILES: Cc1c[nH]c2ccccc12.CC
E_HOMO (Eh): -0.2851
2S+1: 1
Kohn-Sham gap (eV): 8.7

Atoms and positions in Å:
C: 3.022 0.753 -1.424
C: 1.005 0.693 0.297
C: 1.594 0.825 -1.001
C: -0.382 0.847 0.162
C: 0.551 0.977 -1.866
C: 0.654 0.362 2.633
C: -0.646 0.923 2.490
C: 1.534 0.437 1.581
C: -1.256 0.921 1.265
N: -0.649 0.947 -1.186
H: 1.039 -0.029 3.565
H: -1.059 1.167 3.468
H: 2.582 0.235 1.751
H: -2.292 1.232 1.166
H: 3.692 0.464 -0.610
H: 3.442 1.760 -1.575
H: 0.572 1.151 -2.926
H: -1.541 1.139 -1.605
H: 3.219 0.108 -2.271
C: -2.626 -2.636 -0.398
C: -1.909 -3.403 -1.519
H: -3.682 -2.533 -0.636
H: -2.432 -3.104 0.553
H: -2.269 -1.599 -0.446
H: -2.445 -4.356 -1.606
H: -0.855 -3.576 -1.311
H: -2.077 -2.962 -2.497

---

Run b
Density functional theory data (ωB97M-V/def2-TZVPD) for 2 unconnected molecules or ions with the total composition C11H15N.

Properties
SMILES: Cc1c[nH]c2ccccc12.CC
E_HOMO (Eh): -0.2944
2S+1: 1
Kohn-Sham gap (eV): 8.9

Atoms and positions in Å:
C: 0.016 1.229 -1.725
C: -1.048 -1.051 -0.893
C: -0.213 -0.237 -1.775
C: -0.916 -2.401 -1.450
C: 0.524 -1.055 -2.543
C: -2.551 -1.855 0.796
C: -2.359 -3.117 0.323
C: -1.800 -0.790 0.206
C: -1.473 -3.447 -0.769
N: 0.239 -2.422 -2.260
H: -3.263 -1.548 1.545
H: -3.117 -3.896 0.459
H: -1.811 0.146 0.746
H: -1.560 -4.490 -1.067
H: 1.091 1.446 -1.634
H: -0.387 1.597 -0.770
H: 1.205 -0.802 -3.346
H: 0.116 -2.869 -3.168
H: -0.264 2.006 -2.448
C: 2.417 2.261 2.603
C: 1.998 3.699 2.359
H: 2.034 1.656 1.748
H: 3.451 1.950 2.518
H: 2.054 1.858 3.547
H: 2.252 4.190 1.406
H: 0.921 3.539 2.543
H: 2.442 4.401 3.047

---

Run c
Density functional theory data (ωB97M-V/def2-TZVPD) for 2 unconnected molecules or ions with the total composition C11H15N.

Properties
SMILES: Cc1c[nH]c2ccccc12.CC
E_HOMO (Eh): -0.2829
2S+1: 1
Kohn-Sham gap (eV): 8.6

Atoms and positions in Å:
C: 1.366 0.051 -2.200
C: 2.030 -1.268 -2.591
H: 0.924 -0.119 -1.207
H: 1.988 0.942 -2.041
H: 0.534 0.500 -2.741
H: 1.478 -2.112 -2.189
H: 3.057 -1.232 -2.229
H: 2.074 -1.372 -3.679
C: 0.658 2.481 2.001
C: 1.213 0.074 1.419
C: 0.320 1.085 1.647
C: -0.755 -0.968 1.129
C: -0.924 0.405 1.301
C: -1.591 -1.817 0.408
C: -2.165 0.924 0.876
C: -2.751 -1.226 -0.083
C: -3.087 0.121 0.224
N: 0.656 -1.166 1.306
H: 2.294 0.134 1.438
H: 1.132 -1.981 1.010
H: 1.422 3.016 1.431
H: 1.051 2.468 3.020
H: -1.367 -2.862 0.252
H: -2.354 1.987 0.986
H: -3.227 -1.787 -0.880
H: -3.688 0.699 -0.468
H: -0.285 3.023 1.860

---

Energies in kJ/mol, measured from the most stable structure: run a 0.0; run b 101.4; run c 60.0.

---

Run a
Density functional theory data (ωB97M-V/def2-TZVPD) for a molecular structure, C5H6O.

Properties
E_HOMO (Eh): -0.3277
2S+1: 1
Kohn-Sham gap (eV): 9.0

Atoms and positions in Å:
O: -0.993 -1.806 1.496
C: -0.288 -1.030 0.885
C: 0.904 -1.398 0.122
C: 0.709 0.690 -0.239
C: -0.676 0.775 -0.758
C: -0.421 0.455 0.708
H: 1.464 -0.251 -0.271
H: 0.742 -1.887 -0.845
H: 1.399 1.529 -0.206
H: -1.083 0.005 -1.407
H: -1.026 1.781 -0.977
H: -0.730 1.136 1.493

---

Run b
Density functional theory data (ωB97M-V/def2-TZVPD) for C5H6O in the gas phase.

Properties
SMILES: C#C[C@]1(C)CO1
E_HOMO (Eh): -0.3510
2S+1: 1
Kohn-Sham gap (eV): 10.3

Atoms and positions in Å:
C: -1.290 -0.889 -0.011
C: -0.072 -0.026 -0.178
C: -0.117 1.424 -0.030
O: 0.378 0.674 1.047
C: 1.136 -0.614 -0.784
C: 2.157 -0.555 -0.122
H: -1.005 -1.909 0.272
H: -1.873 -0.928 -0.936
H: -1.898 -0.455 0.785
H: -1.061 1.891 0.216
H: 0.582 2.031 -0.601
H: 2.936 -0.478 0.601

---

Energies in kJ/mol, measured from the most stable structure: run a 52.3; run b 0.0.

---

Run a
Density functional theory data (ωB97M-V/def2-TZVPD) for C5H6O in the gas phase.

Properties
SMILES: C#CC1COC1
E_HOMO (Eh): -0.3606
2S+1: 1
Kohn-Sham gap (eV): 10.7

Atoms and positions in Å:
C: 2.620 -0.545 -0.131
C: 1.482 -0.153 -0.201
C: 0.090 -0.016 0.218
C: -1.083 -0.714 -0.491
O: -1.953 0.381 -0.177
C: -0.853 1.203 0.237
H: 3.576 -0.936 0.133
H: 0.184 -0.347 1.252
H: -0.971 -0.838 -1.576
H: -1.418 -1.661 -0.053
H: -1.010 1.596 1.247
H: -0.662 2.030 -0.457

---

Run b
Density functional theory data (ωB97M-V/def2-TZVPD) for 2 unconnected molecules or ions with the total composition C5H6O.

Properties
E_HOMO (alpha / beta) (Eh): -0.3023 / -0.3002
2S+1: 1
Kohn-Sham gap (alpha / beta) (eV): 8.3 / 8.3

Atoms and positions in Å:
C: 0.086 1.358 -0.997
C: 0.009 -0.443 0.714
C: 1.167 -0.977 1.393
O: 0.132 -0.193 2.043
C: -1.058 -0.739 -0.096
C: -1.631 -0.315 -1.124
H: -0.666 1.518 -0.253
H: 0.453 0.426 -1.371
H: 0.563 2.256 -1.400
H: 2.125 -0.472 1.292
H: 1.194 -2.023 1.693
H: -2.373 -0.396 -1.895

---

Run c
Density functional theory data (ωB97M-V/def2-TZVPD) for a molecular structure, C5H6O.

Properties
E_HOMO (Eh): -0.3005
2S+1: 1
Kohn-Sham gap (eV): 7.8

Atoms and positions in Å:
C: 0.707 0.498 0.045
C: 0.104 0.951 1.398
C: -1.027 -0.100 1.359
C: -0.487 -0.441 0.067
C: -0.863 -1.260 -0.943
O: -0.156 -1.252 -2.066
H: 1.690 0.009 0.110
H: 0.538 -0.585 -1.906
H: 0.746 1.268 -0.744
H: -0.309 1.965 1.364
H: 0.765 0.886 2.264
H: -1.709 -1.942 -0.948

---

Energies in kJ/mol, measured from the most stable structure: run a 0.0; run b 385.0; run c 107.9.

---

Run a
Density functional theory data (ωB97M-V/def2-TZVPD) for a molecular structure, C5H6O.

Properties
E_HOMO (Eh): -0.3096
2S+1: 1
Kohn-Sham gap (eV): 8.9

Atoms and positions in Å:
C: -1.695 0.969 -0.156
C: -0.616 -0.065 0.135
O: -0.280 -0.459 1.342
C: 0.344 -0.352 -0.796
C: 1.537 -0.741 -0.167
C: 1.607 -0.596 1.159
H: -2.733 0.705 0.068
H: -1.634 1.275 -1.210
H: -1.438 1.853 0.440
H: 0.290 -0.231 -1.859
H: 2.284 -1.235 -0.761
H: 2.333 -1.123 1.807

---

Run b
Density functional theory data (ωB97M-V/def2-TZVPD) for C5H6O in the gas phase.

Properties
SMILES: O=C1CC=CC1
E_HOMO (Eh): -0.3524
2S+1: 1
Kohn-Sham gap (eV): 10.6

Atoms and positions in Å:
O: -1.923 -1.392 0.224
C: -0.957 -0.691 0.048
C: 0.490 -1.172 -0.094
C: 1.279 0.098 0.085
C: 0.498 1.179 0.119
C: -0.959 0.837 -0.037
H: 0.622 -1.611 -1.093
H: 0.713 -1.961 0.632
H: 2.361 0.111 0.175
H: 0.855 2.197 0.241
H: -1.623 1.268 0.719
H: -1.356 1.138 -1.018

---

Energies in kJ/mol, measured from the most stable structure: run a 275.3; run b 0.0.

---

Run a
Density functional theory data (ωB97M-V/def2-TZVPD) for C5H6O in the gas phase.

Properties
SMILES: O=CC=C1CC1
E_HOMO (Eh): -0.3275
2S+1: 1
Kohn-Sham gap (eV): 8.4

Atoms and positions in Å:
C: 1.092 0.916 -0.716
C: -0.203 0.767 -1.512
C: -0.222 0.494 -0.076
C: -0.213 -0.541 0.790
C: -1.082 -1.311 1.700
O: -0.577 -2.175 2.397
H: 1.843 0.202 -0.417
H: 0.803 -0.887 0.948
H: 1.578 1.880 -0.920
H: -0.400 -0.081 -2.159
H: -0.483 1.749 -1.884
H: -2.135 -1.012 1.849

---

Run b
Density functional theory data (ωB97M-V/def2-TZVPD) for C5H6O in the gas phase.

Properties
SMILES: C#CCCC=O
E_HOMO (Eh): -0.3665
2S+1: 1
Kohn-Sham gap (eV): 10.9

Atoms and positions in Å:
O: 1.873 -0.277 1.209
C: 0.840 -0.898 1.140
C: -0.009 -0.990 -0.110
C: 0.241 0.203 -1.045
C: -0.605 1.291 -0.540
C: -1.326 2.014 0.098
H: 0.462 -1.461 2.018
H: -1.064 -1.016 0.184
H: 0.209 -1.955 -0.586
H: 1.295 0.495 -0.978
H: 0.030 -0.046 -2.090
H: -1.947 2.640 0.699

---

Energies in kJ/mol, measured from the most stable structure: run a 174.2; run b 0.0.